i.
Formula: C3H8S2
Source: OMol25
Level of theory: ωB97M-V with the def2-TZVPD basis set

Results
Structure (SMILES): C=C.CSS
Kohn-Sham gap in eV: 9.498

CARTESIAN COORDINATES (ANGSTROEM)
1 C -1.86 0.23 -0.99
2 C -1.87 0.23 0.33
3 H -1.12 0.76 -1.58
4 H -2.30 -0.56 -1.61
5 H -1.33 1.03 0.83
6 H -2.25 -0.52 1.01
7 C 1.69 -1.19 0.17
8 S 2.26 0.34 -0.61
9 S 1.77 1.85 0.75
10 H 1.57 -1.97 -0.57
11 H 0.69 -0.96 0.54
12 H 2.30 -1.48 1.03
13 H 0.47 2.25 0.70

=====

ii.
Formula: C3H8S2
Source: OMol25
Level of theory: ωB97M-V with the def2-TZVPD basis set

Results
Structure (SMILES): C=C.CSS
Kohn-Sham gap in eV: 9.506

CARTESIAN COORDINATES (ANGSTROEM)
1 C -3.09 -0.79 2.14
2 C -1.84 -0.42 1.95
3 H -3.61 -1.38 2.88
4 H -3.86 -0.27 1.56
5 H -1.02 -1.01 2.35
6 H -1.67 0.42 1.28
7 C 1.16 1.70 -1.67
8 S 1.63 0.50 -0.40
9 S 0.08 -0.80 -0.58
10 H 1.96 2.43 -1.83
11 H 0.39 2.35 -1.22
12 H 0.64 1.20 -2.49
13 H 0.95 -1.58 -1.25

=====

Most stable structure - i; separation to the second - 20.1 kJ/mol.

=====

i.
Formula: C3H8S2
Source: OMol25
Level of theory: ωB97M-V with the def2-TZVPD basis set

Results
Kohn-Sham gap in eV: 7.628

CARTESIAN COORDINATES (ANGSTROEM)
1 C -0.80 1.54 1.72
2 C 0.03 -0.61 0.19
3 C 0.83 -1.04 -1.13
4 H -0.87 2.57 1.55
5 H -0.09 0.96 2.52
6 H -1.78 1.12 1.77
7 H -0.97 -0.98 0.00
8 H 0.29 -1.53 1.08
9 H 1.02 -2.05 -0.96
10 H 1.79 -0.51 -1.03
11 H 0.71 0.52 -3.35
12 S 0.14 0.97 0.21
13 S -0.29 -0.96 -2.57

=====

ii.
Formula: C3H8S2
Source: OMol25
Level of theory: ωB97M-V with the def2-TZVPD basis set

Results
Structure (SMILES): CCSSC
Kohn-Sham gap in eV: 8.736

CARTESIAN COORDINATES (ANGSTROEM)
1 C -0.52 -1.06 -2.68
2 C -0.94 -0.99 -1.27
3 S -0.22 0.53 -0.48
4 S 0.08 0.10 1.50
5 C 1.56 0.91 1.98
6 H 0.58 -1.08 -2.79
7 H -1.01 -0.30 -3.30
8 H -0.92 -2.02 -2.98
9 H -1.99 -1.06 -1.12
10 H -0.69 -1.96 -0.83
11 H 1.79 0.37 2.94
12 H 2.39 0.80 1.24
13 H 1.53 1.97 2.33

=====

Most stable structure - ii; separation to the second - 392.8 kJ/mol.

=====

i.
Formula: C8H20Br2LiO4
Source: OMol25
Level of theory: ωB97M-V with the def2-TZVPD basis set

Results
Kohn-Sham gap in eV: 7.314
Net charge: -1

CARTESIAN COORDINATES (ANGSTROEM)
1 Li 14.14 -15.35 -22.70
2 Br 11.83 -14.55 -21.86
3 Br 15.63 -14.57 -24.33
4 C 16.16 -13.05 -20.86
5 O 17.12 -12.48 -21.77
6 C 17.66 -11.30 -21.22
7 C 19.02 -11.11 -21.83
8 O 18.93 -10.85 -23.19
9 C 20.14 -10.40 -23.75
10 H 15.41 -12.26 -20.73
11 H 16.66 -13.29 -19.92
12 H 15.76 -13.94 -21.34
13 H 17.63 -11.32 -20.12
14 H 17.04 -10.40 -21.36
15 H 19.71 -11.89 -21.48
16 H 19.51 -10.27 -21.29
17 H 20.44 -9.41 -23.37
18 H 19.97 -10.34 -24.82
19 H 20.89 -11.18 -23.56
20 C 14.30 -16.27 -19.91
21 O 15.07 -16.24 -21.11
22 C 15.29 -17.51 -21.67
23 C 14.04 -18.13 -22.31
24 O 13.48 -17.23 -23.28
25 C 13.44 -17.72 -24.58
26 H 13.91 -15.31 -19.56
27 H 14.87 -16.75 -19.11
28 H 13.42 -16.89 -20.08
29 H 15.65 -18.21 -20.90
30 H 16.03 -17.45 -22.46
31 H 13.26 -18.36 -21.58
32 H 14.30 -19.06 -22.82
33 H 12.61 -17.25 -25.11
34 H 13.22 -18.80 -24.64
35 H 14.33 -17.58 -25.21

=====

ii.
Formula: C8H20Br2LiO4
Source: OMol25
Level of theory: ωB97M-V with the def2-TZVPD basis set

Results
Kohn-Sham gap in eV: 6.356
Net charge: -1

CARTESIAN COORDINATES (ANGSTROEM)
1 Li -7.67 4.49 29.66
2 Br -11.02 1.77 29.53
3 Br -3.79 3.25 30.29
4 C -7.48 6.75 26.34
5 O -8.03 6.85 27.57
6 C -8.08 8.21 28.04
7 C -8.89 8.30 29.30
8 O -8.42 7.33 30.23
9 C -9.13 7.39 31.44
10 H -6.58 6.14 26.27
11 H -7.05 7.70 26.01
12 H -8.22 6.41 25.61
13 H -8.41 8.94 27.30
14 H -7.07 8.54 28.31
15 H -9.88 8.07 28.92
16 H -8.91 9.34 29.63
17 H -10.12 7.79 31.21
18 H -8.64 8.11 32.09
19 H -9.24 6.43 31.93
20 C -4.10 -1.09 25.70
21 O -3.23 -2.07 26.32
22 C -2.23 -2.67 25.48
23 C -2.04 -4.14 25.87
24 O -1.77 -4.30 27.24
25 C -1.61 -5.68 27.60
26 H -3.40 -0.28 25.50
27 H -4.92 -0.76 26.34
28 H -4.66 -1.43 24.83
29 H -1.29 -2.10 25.46
30 H -2.35 -2.59 24.40
31 H -1.31 -4.54 25.17
32 H -3.01 -4.63 25.81
33 H -2.53 -6.16 27.27
34 H -1.59 -5.82 28.68
35 H -0.67 -6.11 27.25

=====

Most stable structure - i; separation to the second - 359.6 kJ/mol.